Entry 1:
2 unconnected molecules or ions with the total composition C3H11NOS in a non-equilibrium geometry. Source: the OMol25 dataset; level of theory: ωB97M-V/def2-TZVPD.

Each atom is followed by the atoms it is bonded to, with distances in Å.
Element x y z (Å)
1 N 0.998 -2.180 0.745  H3 1.003, C10 1.469, H13 0.997
2 H -0.979 -0.103 -0.664  C17 1.093
3 H 0.834 -2.921 1.402  N1 1.003
4 S -2.796 1.288 -0.977  C11 1.802, C17 1.804
5 H 2.068 -1.978 -0.986  C10 1.071
6 H -1.276 3.222 -1.187  C11 1.087
7 H -0.729 1.221 0.568  C17 1.094
8 H 2.784 -3.218 0.151  C10 1.094
9 H -2.102 3.059 0.333  C11 1.145
10 C 2.277 -2.257 0.026  N1 1.469, H5 1.071, H8 1.094, O14 1.493
11 C -2.267 3.001 -0.799  S4 1.802, H6 1.087, H9 1.145, H15 1.122
12 H -1.837 0.020 0.865  C17 1.104
13 H 0.481 -1.329 0.734  N1 0.997
14 O 3.145 -1.309 0.785  C10 1.493, H16 0.967
15 H -2.909 3.863 -1.121  C11 1.122
16 H 3.759 -0.989 0.110  O14 0.967
17 C -1.451 0.610 0.016  H2 1.093, S4 1.804, H7 1.094, H12 1.104

The energy above the lowest of the compared OMol25 structures with the same formula, charge and spin comes out at 165.61 kJ/mol. The value obtained for the HOMO energy is -0.3125 Ha. For the gap between HOMO and LUMO, the calculation gives 9.356 eV. As for the total energy: -649.01894 Ha. Its SMILES is CSC.NCO.

=====

Entry 2:
3 unconnected molecules or ions with the total composition C3H11NOS in a non-equilibrium geometry. Source: the OMol25 dataset; level of theory: ωB97M-V/def2-TZVPD.

Each atom is followed by the atoms it is bonded to, with distances in Å.
Element x y z (Å)
1 S 1.352 1.132 -2.054  C10 1.781
2 H -0.730 0.365 -0.038  C12 1.083
3 H -0.294 2.274 -1.111  O5 0.935
4 H -1.299 -2.617 0.583  N6 1.007
5 O -1.161 2.543 -0.889  H3 0.935, H11 0.944
6 N -1.215 -1.821 1.195  H4 1.007, H9 1.002, C17 1.521
7 H 2.246 -0.177 -0.381  C10 1.075
8 H 0.151 -0.492 2.107  C17 1.117
9 H -1.594 -2.043 2.096  N6 1.002
10 C 1.342 0.403 -0.429  S1 1.781, H7 1.075, C12 1.490, H15 1.111
11 H -1.072 3.483 -0.889  O5 0.944
12 C 0.101 -0.329 -0.049  H2 1.083, C10 1.490, H14 1.106, C17 1.536
13 H 1.000 -1.899 1.360  C17 1.110
14 H -0.092 -1.077 -0.841  C12 1.106
15 H 1.442 1.274 0.255  C10 1.111
16 H -0.339 0.161 -2.143  no bonds
17 C 0.163 -1.181 1.227  N6 1.521, H8 1.117, C12 1.536, H13 1.110

The energy above the lowest of the compared OMol25 structures with the same formula, charge and spin comes out at 307.74 kJ/mol. The value obtained for the HOMO energy (spin up / spin down) is -0.4781 / -0.4775 Ha. As for the charge: +1. For the gap between HOMO and LUMO (spin up / spin down), the calculation gives 6.282 / 4.156 eV. As for the total energy: -648.64076 Ha. The multiplicity is 2.

=====

Entry 3:
3 unconnected molecules or ions with the total composition C3H11NOS2 in a non-equilibrium geometry. Source: the OMol25 dataset; level of theory: ωB97M-V/def2-TZVPD.

Each atom is followed by the atoms it is bonded to, with distances in Å.
Element x y z (Å)
1 H -0.787 -1.704 1.693  C8 1.091
2 C 2.472 3.569 -0.211  S3 1.824, H4 1.086, H11 1.089, H12 1.088
3 S 1.100 2.367 -0.205  C2 1.824, S18 1.988
4 H 2.077 4.552 0.028  C2 1.086
5 H 0.450 -0.440 1.473  C8 1.093
6 H -2.749 -0.994 -1.185  N15 1.011
7 C -1.233 -0.390 0.039  C8 1.519, H9 1.103, H14 1.096, N15 1.466
8 C -0.253 -1.099 0.958  H1 1.091, H5 1.093, C7 1.519, H17 1.092
9 H -1.660 0.487 0.554  C7 1.103
10 H -2.022 -2.295 -0.388  N15 1.066
11 H 3.191 3.247 0.540  C2 1.089
12 H 2.927 3.558 -1.199  C2 1.088
13 O -1.229 -3.789 -0.154  H16 0.965
14 H -0.705 -0.017 -0.846  C7 1.096
15 N -2.345 -1.282 -0.304  H6 1.011, C7 1.466, H10 1.066
16 H -1.599 -4.627 -0.457  O13 0.965
17 H 0.327 -1.841 0.405  C8 1.092
18 S 2.039 0.699 -0.742  S3 1.988

The energy above the lowest of the compared OMol25 structures with the same formula, charge and spin comes out at 115.23 kJ/mol. The value obtained for the HOMO energy (spin up / spin down) is -0.0998 / -0.0997 Ha. As for the charge: -1. For the gap between HOMO and LUMO (spin up / spin down), the calculation gives 5.301 / 3.563 eV. As for the total energy: -1047.22648 Ha. The multiplicity is 2.

=====

Entry 4:
2 unconnected molecules or ions with the total composition C3H11NOS2 in a non-equilibrium geometry. Source: the OMol25 dataset; level of theory: ωB97M-V/def2-TZVPD.

Each atom is followed by the atoms it is bonded to, with distances in Å.
Element x y z (Å)
1 N -3.101 0.476 -1.569  H10 1.082, C13 1.494, H18 1.011
2 H -0.949 0.353 -1.978  C13 1.128
3 H 3.175 4.159 3.068  O4 0.947
4 O 3.431 3.682 2.292  H3 0.947, H14 1.025
5 H -1.720 -1.905 -1.395  C7 1.127
6 C 0.120 -1.391 -0.697  C7 1.593, H8 1.158, S9 1.939, H15 1.116
7 C -1.450 -1.133 -0.619  H5 1.127, C6 1.593, H12 1.089, C13 1.577
8 H 0.543 -1.599 -1.755  C6 1.158
9 S 0.838 -2.592 0.645  C6 1.939, S17 2.102
10 H -3.402 1.483 -1.310  N1 1.082
11 H -1.196 0.958 -0.297  C13 1.135
12 H -1.804 -1.278 0.400  C7 1.089
13 C -1.682 0.345 -1.120  N1 1.494, H2 1.128, C7 1.577, H11 1.135
14 H 4.340 3.406 2.677  O4 1.025
15 H 0.533 -0.435 -0.294  C6 1.116
16 H 3.463 -2.220 0.990  S17 1.329
17 S 2.486 -2.203 1.891  S9 2.102, H16 1.329
18 H -3.624 -0.106 -0.929  N1 1.011

The energy above the lowest of the compared OMol25 structures with the same formula, charge and spin comes out at 212.70 kJ/mol. The value obtained for the HOMO energy (spin up / spin down) is -0.0038 / -0.1180 Ha. As for the charge: -1. For the gap between HOMO and LUMO (spin up / spin down), the calculation gives 2.968 / 6.045 eV. As for the total energy: -1047.18935 Ha. The multiplicity is 2.

=====

Entry 5:
2 unconnected molecules or ions with the total composition C3H11NOS2. Source: the OMol25 dataset; level of theory: ωB97M-V/def2-TZVPD.

Each atom is followed by the atoms it is bonded to, with distances in Å.
Element x y z (Å)
1 C -2.577 -2.466 -2.086  H2 1.083, S5 1.806, H6 1.085, H12 1.089
2 H -2.627 -1.863 -2.984  C1 1.083
3 H 1.254 0.925 1.494  N15 1.016
4 H -0.796 1.070 0.890  C13 1.089
5 S -1.311 -1.853 -0.954  C1 1.806, S10 2.093
6 H -2.251 -3.467 -2.349  C1 1.085
7 C 0.798 0.534 -0.448  H8 1.094, C13 1.515, H14 1.098, N15 1.477
8 H 1.151 0.905 -1.415  C7 1.094
9 H 2.519 0.453 0.584  N15 1.018
10 S -1.996 0.125 -0.952  S5 2.093, C13 1.823
11 H 3.083 1.217 4.108  O16 0.968
12 H -3.535 -2.536 -1.574  C1 1.089
13 C -0.610 1.025 -0.183  H4 1.089, C7 1.515, S10 1.823, H18 1.088
14 H 0.867 -0.561 -0.493  C7 1.098
15 N 1.703 1.061 0.593  H3 1.016, C7 1.477, H9 1.018
16 O 2.339 1.471 3.543  H11 0.968, H17 0.965
17 H 2.728 1.920 2.783  O16 0.965
18 H -0.739 2.038 -0.558  C13 1.088

The energy above the lowest of the compared OMol25 structures with the same formula, charge and spin comes out at 41.62 kJ/mol. The value obtained for the HOMO energy is -0.2882 Ha. For the gap between HOMO and LUMO, the calculation gives 8.479 eV. As for the total energy: -1047.25151 Ha. Its SMILES is CSSCCN.O.

=====

Entry 6:
2 unconnected molecules or ions with the total composition C3H11NOS2 in a non-equilibrium geometry. Source: the OMol25 dataset; level of theory: ωB97M-V/def2-TZVPD.

Each atom is followed by the atoms it is bonded to, with distances in Å.
Element x y z (Å)
1 O -4.504 -0.758 5.217  H8 0.980, H18 0.971
2 H -1.325 -1.452 -2.160  C9 1.092
3 H 1.656 0.980 -3.537  C17 1.098
4 H 0.279 1.582 -4.326  C17 1.094
5 H 0.257 1.668 -2.592  C17 1.086
6 H -1.472 0.179 -1.933  C9 1.102
7 C 0.117 -0.726 -0.756  C9 1.574, S11 1.756, H12 1.090, H13 1.095
8 H -4.180 -1.025 6.102  O1 0.980
9 C -0.683 -0.571 -2.103  H2 1.092, H6 1.102, C7 1.574, N16 1.401
10 S 1.743 0.150 1.652  S11 2.083, H15 1.361
11 S 0.785 0.758 -0.095  C7 1.756, S10 2.083
12 H 0.938 -1.428 -0.907  C7 1.090
13 H -0.714 -1.013 -0.104  C7 1.095
14 H 0.455 -1.040 -3.810  N16 1.004
15 H 1.061 -1.024 1.737  S10 1.361
16 N 0.022 -0.303 -3.283  C9 1.401, H14 1.004, C17 1.453
17 C 0.566 1.038 -3.422  H3 1.098, H4 1.094, H5 1.086, N16 1.453
18 H -3.712 -0.266 4.944  O1 0.971

The energy above the lowest of the compared OMol25 structures with the same formula, charge and spin comes out at 107.35 kJ/mol. The value obtained for the HOMO energy (spin up / spin down) is -0.4704 / -0.4564 Ha. As for the charge: +1. For the gap between HOMO and LUMO (spin up / spin down), the calculation gives 7.976 / 4.367 eV. As for the total energy: -1046.92337 Ha. The multiplicity is 2.